Entry from the OMol25 dataset: a molecular structure, C12H9IrN6O2S2 in a non-equilibrium geometry (the ωB97M-V functional and the def2-TZVPD basis).

Each line ends with the Löwdin spin population.
Element x y z (Å)
Ir1 -0.65 -1.29 -0.68  0.213
S1 1.25 -2.73 -0.44  0.316
C1 1.90 -2.09 1.01  0.069
C2 3.27 -2.25 1.27  0.019
C3 3.83 -1.77 2.43  0.012
C4 5.24 -1.88 2.65  0.000
N1 6.37 -1.97 2.83  0.003
C5 3.01 -1.13 3.40  0.036
C6 1.66 -0.99 3.16  -0.006
C7 1.09 -1.44 1.97  0.077
S2 -0.60 -1.24 1.74  0.181
C8 3.58 -0.62 4.60  0.003
N2 4.04 -0.19 5.57  0.019
H1 3.90 -2.75 0.54  0.000
H2 1.03 -0.49 3.90  -0.001
N3 -1.02 4.82 -2.02  0.000
C9 -1.21 3.51 -2.05  0.001
N4 -2.30 3.00 -2.61  0.000
N5 -0.25 2.76 -1.51  0.005
C10 -0.08 1.53 -1.32  0.004
N6 0.33 0.48 -0.99  0.004
H3 -1.69 5.48 -2.39  0.000
H4 -0.17 5.18 -1.60  0.000
H5 -3.00 3.60 -3.02  0.000
H6 -2.50 2.01 -2.51  0.000
C11 -4.49 -1.43 -2.19  0.001
C12 -3.07 -1.29 -1.76  0.001
O1 -2.42 -0.21 -1.92  0.007
O2 -2.50 -2.26 -1.19  0.036
H7 -4.67 -0.84 -3.09  0.000
H8 -5.14 -1.05 -1.39  0.000
H9 -4.73 -2.47 -2.37  0.000

Calculated values
Net charge = +1
Max |F| = 0.0521 Eh/bohr
Energy relative to the best compared isomer or geometry (same formula, charge and spin) = 138.2 kJ/mol
Multiplicity = 2
LUMO level (alpha / beta) = -5.56 / -6.47 eV

Entry from the OMol25 dataset: a molecular structure, C22H11NO12Pt in a non-equilibrium geometry (the ωB97M-V functional and the def2-TZVPD basis).

Each line ends with the Löwdin spin population.
Element x y z (Å)
Pt1 0.59 0.43 0.68  1.519
C1 -0.35 1.42 -3.11  0.003
C2 -1.15 1.37 -4.32  0.001
C3 -0.97 0.09 -5.25  0.000
O1 -1.84 -0.18 -6.08  0.000
C4 0.20 -0.71 -4.98  0.001
C5 0.94 -0.58 -3.83  0.003
C6 0.57 0.47 -2.80  0.007
O2 1.02 0.43 -1.58  0.045
O3 1.94 -1.38 -3.72  0.000
O4 -2.18 2.01 -4.48  0.002
H1 -0.64 2.14 -2.35  0.000
H2 0.41 -1.49 -5.69  0.000
C7 2.34 -2.98 2.64  0.002
C8 2.12 -3.59 3.93  0.000
C9 1.00 -2.98 4.89  -0.001
O5 0.77 -3.51 5.97  -0.004
C10 0.39 -1.73 4.46  0.000
C11 0.70 -1.19 3.19  0.004
C12 1.74 -1.80 2.33  0.005
O6 2.14 -1.18 1.27  0.063
O7 0.03 -0.14 2.87  0.082
O8 2.74 -4.62 4.26  -0.001
H3 3.12 -3.41 2.04  0.000
H4 -0.38 -1.22 5.02  0.000
C13 -3.56 1.35 -0.31  0.004
C14 -4.32 0.67 -1.32  0.001
C15 -3.84 -0.73 -1.85  0.003
O9 -4.30 -1.21 -2.89  0.004
C16 -2.70 -1.30 -1.17  0.011
C17 -2.01 -0.67 -0.17  0.008
C18 -2.44 0.74 0.21  0.006
O10 -1.58 1.47 0.84  0.075
O11 -0.91 -1.18 0.26  0.112
O12 -5.14 1.21 -2.07  -0.001
H5 -3.83 2.35 -0.03  0.000
H6 -2.42 -2.26 -1.58  0.000
N1 3.22 1.89 1.66  -0.004
C19 2.28 2.17 2.61  -0.005
C20 1.21 2.77 1.99  0.013
C21 1.48 2.86 0.60  0.021
C22 2.72 2.26 0.44  0.018
H7 4.10 1.47 1.88  0.000
H8 2.41 1.93 3.65  -0.001
H9 0.35 3.15 2.50  0.001
H10 0.79 3.25 -0.12  0.001
H11 3.25 2.12 -0.49  0.001

Calculated values
Net charge = -4
Max |F| = 0.0730 Eh/bohr
Energy relative to the best compared isomer or geometry (same formula, charge and spin) = 177.0 kJ/mol
Multiplicity = 3
LUMO level (alpha / beta) = 7.57 / 7.57 eV

Entry from the OMol25 dataset: a molecular structure, C4H12ClDyI2NOP in a non-equilibrium geometry (the ωB97M-V functional and the def2-TZVPD basis).

Each line ends with the Löwdin spin population.
Element x y z (Å)
I1 -3.16 -0.85 2.91  -0.001
I2 -2.20 -3.14 2.20  -0.001
Dy1 -1.47 -0.05 -1.66  5.016
P1 0.92 0.44 -0.05  0.007
C1 1.99 0.49 1.44  0.003
C2 2.17 -0.23 -1.25  0.002
H1 0.46 2.47 -1.41  0.000
H2 2.03 2.61 -0.54  0.000
H3 0.49 2.82 0.35  0.000
C3 0.98 2.26 -0.46  0.001
H4 1.77 -0.26 -2.27  0.000
H5 3.10 0.38 -1.25  0.001
H6 2.91 1.01 1.18  0.001
H7 2.27 -0.52 1.78  0.000
H8 2.43 -1.25 -0.93  0.000
H9 1.53 1.03 2.28  0.000
C4 -0.10 -1.13 3.47  0.000
O1 0.61 -1.09 4.36  0.000
Cl1 -1.30 0.61 -3.94  -0.014
N1 -3.60 -1.26 -1.57  -0.014
H10 -3.54 -2.27 -1.30  0.000
H11 -4.09 -1.21 -2.48  0.000
H12 -4.21 -0.86 -0.85  0.000

Calculated values
Net charge = +2
Max |F| = 0.0558 Eh/bohr
Multiplicity = 6
LUMO level (alpha / beta) = -9.10 / -9.79 eV

Entry from the OMol25 dataset: 2 unconnected molecules or ions with the total composition C4H11NO2 in a non-equilibrium geometry (the ωB97M-V functional and the def2-TZVPD basis).

Each line ends with the Mulliken charge.
Element x y z (Å)
C1 -1.65 -1.01 -1.00  -0.998
C2 -1.04 -0.43 0.29  -0.506
N1 -0.52 0.91 0.19  -0.498
C3 0.09 1.32 1.48  -0.933
H1 -2.23 -1.93 -0.77  0.335
H2 -0.83 -1.31 -1.67  0.235
H3 -2.25 -0.24 -1.49  0.284
H4 -0.20 -1.08 0.57  0.268
H5 -1.75 -0.48 1.15  0.474
H6 -1.29 1.59 0.04  0.272
H7 0.56 2.29 1.48  0.317
H8 -0.64 1.29 2.30  0.382
H9 0.84 0.58 1.75  0.323
O1 2.58 -1.08 0.14  -0.476
C4 2.51 -0.50 -0.94  0.123
O2 1.49 0.30 -1.35  -0.428
H10 3.38 -0.61 -1.66  0.335
H11 0.95 0.37 -0.51  0.492

Calculated values
Net charge = 0
Max |F| = 0.0577 Eh/bohr
Energy relative to the best compared isomer or geometry (same formula, charge and spin) = 107.5 kJ/mol
LUMO level = 0.99 eV
Structure (SMILES) = CCNC.O=CO

Entry from the OMol25 dataset: 2 unconnected molecules or ions with the total composition CH4N2O3 in a non-equilibrium geometry (the ωB97M-V functional and the def2-TZVPD basis).

Each line ends with the Mulliken charge.
Element x y z (Å)
C1 -0.71 -0.51 0.22  0.182
N1 -3.02 -0.10 0.46  0.347
N2 0.36 -1.15 -0.33  -0.258
O1 -3.87 0.42 -0.10  -0.141
O2 0.04 1.78 -0.22  -0.870
O3 -1.75 -0.40 -0.48  -0.267
H1 -0.73 -0.40 1.24  0.424
H2 0.44 -1.12 -1.29  0.222
H3 1.15 -1.42 0.13  0.183
H4 0.43 1.77 -1.05  0.178

Calculated values
Net charge = 0
Max |F| = 0.0884 Eh/bohr
Energy relative to the best compared isomer or geometry (same formula, charge and spin) = 385.9 kJ/mol
LUMO level (alpha / beta) = -1.78 / -1.78 eV